10
Properties=species:S:1:pos:R:3:forces:R:3:lowdin_charge:R:1 method="wB97M-V/def2-TZVPD" smiles="FC1=CCNO1" largest_force_ev_per_a=3.0 de_lowest_kj_mol=306.65 orbital_gap_ev=9.87
C -0.896547 0.848680 0.071240 -1.54 1.78 0.69 -0.0385
C -2.026711 0.166155 0.014854 0.66 -2.92 -0.03 -0.3141
C 0.177922 -0.184113 0.251729 1.99 1.61 -0.76 -0.2189
N -0.419570 -1.462850 -0.099721 0.76 -0.55 -0.74 -0.0524
O -1.809315 -1.293821 0.133318 -0.76 2.46 -0.91 -0.0488
F -3.299246 0.460428 -0.064348 0.33 0.07 0.24 0.1432
H -0.931584 1.933683 0.428293 0.51 -1.66 -1.11 0.1446
H 1.200915 0.158860 -0.275950 -2.31 -1.42 1.04 0.1647
H 0.304320 -0.238384 1.306825 0.94 0.04 1.05 0.0926
H -0.264148 -1.732183 -1.087231 -0.59 0.60 0.52 0.1277